Record 1
The following is a quantum chemistry calculation of a molecular structure, C10H13CrF6NO4S2 at a distorted geometry, from the Open Molecules 2025 dataset.

Output
Total charge: 0
Expectation value of S²: 6.235
Energy relative to the best compared isomer or geometry (same formula, charge and spin), kcal per mole: 61.2
LUMO level (spin up / spin down), eV: 0.4 / 0.3
Spin multiplicity: 5
Gap between HOMO and LUMO (spin up / spin down), eV: 7.63 / 7.44
HOMO energy (spin up / spin down), eV: -7.27 / -7.17

Structure (XYZ):
```
37
C10H13CrF6NO4S2 ωB97M-V/def2-TZVPD
C 0.02176 -0.50456 -3.40242
C -2.44278 -1.93042 -2.49416
C 0.68657 -1.68374 -3.09178
H 0.52974 0.46334 -3.31252
C -1.74165 -2.81214 -1.78136
H -3.30044 -1.40530 -2.04053
H 1.70623 -1.65693 -2.69969
H -2.01787 -3.03067 -0.73228
C 0.23304 -3.05412 -3.43154
H 1.14272 -3.67752 -3.51203
H -0.26127 -3.09529 -4.40974
C -1.23881 -0.43938 -4.18377
H -0.98187 -0.37812 -5.25156
H -1.74209 0.51121 -3.96124
C -2.25154 -1.58681 -3.94658
H -1.96071 -2.45379 -4.55422
H -3.21910 -1.24343 -4.34833
C -0.67917 -3.71265 -2.34638
H -1.10931 -4.63615 -2.77873
H -0.02848 -4.04827 -1.52502
Cr -0.43878 -0.38396 -0.15031
H 0.52667 -0.51391 -1.59592
F 2.72101 -1.00180 3.51876
C 2.18864 0.04351 2.85035
F 2.22328 1.13955 3.62808
F 2.90272 0.26059 1.73036
S 0.39075 -0.34013 2.43229
O 0.34036 -1.54266 1.57012
O -0.37964 -0.24732 3.62806
N 0.18264 0.86721 1.33815
S -1.13909 1.88280 1.22888
O -1.52690 1.62160 -0.16818
O -2.09186 1.78393 2.29814
C -0.24899 3.53208 1.37247
F 0.06551 3.74702 2.66255
F 0.86704 3.56149 0.63270
F -1.08207 4.50983 0.95143
```

---

Record 2
The following is a quantum chemistry calculation of a molecular structure, C10H13CsNO4S at a distorted geometry, from the Open Molecules 2025 dataset.

Output
Total charge: 0
Expectation value of S²: 0.764
LUMO level (spin up / spin down), eV: -0.7 / -0.7
Spin multiplicity: 2
Gap between HOMO and LUMO (spin up / spin down), eV: 3.55 / 6.74
HOMO energy (spin up / spin down), eV: -4.26 / -7.47

Structure (XYZ):
```
30
C10H13CsNO4S ωB97M-V/def2-TZVPD
Cs -1.45946 -2.40594 3.28982
C 2.28124 3.00955 0.61854
C 2.36435 3.55780 1.89770
C 1.58384 3.11595 2.94328
C 0.69890 1.99190 2.72768
C 0.78129 1.34787 1.55381
C 1.45661 1.86433 0.44642
N -0.17981 1.49213 3.80713
O -0.81580 0.41160 3.65872
O -0.34830 2.29108 4.77138
H 2.88836 3.36603 -0.20044
H 3.07504 4.36463 1.99950
H 1.69130 3.55068 3.92607
H 0.20580 0.44692 1.40048
H 1.46938 1.36310 -0.51014
C -1.02826 -1.36002 -3.31964
C -1.19335 -2.83423 -3.16155
C -0.81716 -3.27620 -1.72287
S -0.62970 -1.72386 -0.71223
O 0.78242 -1.36411 -0.74043
O -1.39509 -1.73846 0.54929
C -1.49458 -0.71607 -2.00718
H -1.72029 -1.04025 -4.09870
H -0.00227 -1.06370 -3.53789
H -0.56754 -3.49589 -3.76044
H -2.23130 -3.04239 -3.42125
H 0.11715 -3.80642 -1.53838
H -1.63859 -3.76419 -1.19827
H -1.30516 0.32723 -1.75469
H -2.56900 -0.86908 -1.90570
```

---

Record 3
The following is a quantum chemistry calculation of a molecular structure, C10H13F13IO7PS at a distorted geometry, from the Open Molecules 2025 dataset.

Output
Total charge: 0
LUMO level, eV: -2.0
Gap between HOMO and LUMO, eV: 7.89
HOMO energy, eV: -9.90

Structure (XYZ):
```
46
C10H13F13IO7PS ωB97M-V/def2-TZVPD
O 1.71960 0.78850 0.06902
C 2.29584 0.33491 -0.85467
O 2.33204 -1.02777 -0.99128
I 1.23188 -1.62838 -2.55994
O 2.94054 1.11205 -1.76810
C 1.98314 2.02738 -2.36878
C 1.93418 3.38376 -1.59239
C 0.68951 4.23798 -1.91641
F 0.09586 3.73668 -3.03607
F 1.15279 5.48140 -2.26810
C -0.29386 4.47565 -0.72854
F 0.34740 4.48206 0.45569
F -0.82578 5.71314 -0.83385
C -1.43737 3.37288 -0.60030
F -1.74300 3.35028 0.71158
F -0.87675 2.20636 -0.95984
C -2.74950 3.75642 -1.35321
F -2.53827 4.39270 -2.50621
F -3.37569 4.65352 -0.58707
S -3.96604 2.35485 -1.69897
F -3.49575 1.51953 -0.42684
F -2.95675 1.62308 -2.69406
F -4.56937 3.18205 -2.95001
F -5.09618 3.07402 -0.79641
F -5.03796 1.20826 -2.00009
H 2.35049 2.21319 -3.39193
H 0.99004 1.55606 -2.41585
H 2.82123 3.95043 -1.93420
H 2.09804 3.18469 -0.52393
C 0.21552 -6.55008 4.22841
O -0.30764 -5.48077 3.44945
P 0.35463 -5.26892 1.91564
O 0.48171 -6.70290 1.50915
O 1.75204 -4.67165 2.54530
C 1.67040 -3.53054 3.41024
O 0.72156 -4.63471 0.39406
C 0.76453 -3.20285 0.24796
H -0.04442 -6.35156 5.26906
H -0.24282 -7.49073 3.92691
H 1.30017 -6.61583 4.13982
H 1.79980 -3.85177 4.44436
H 0.71496 -3.01266 3.31518
H 2.47190 -2.83946 3.15006
H 1.74770 -2.83217 0.53482
H -0.00495 -2.72010 0.85193
H 0.58460 -2.95898 -0.81158
```

---

Record 4
The following is a quantum chemistry calculation of a molecular structure, C10H13FeNO2 at a distorted geometry, from the Open Molecules 2025 dataset.

Output
Total charge: -1
Expectation value of S²: 8.833
Energy relative to the best compared isomer or geometry (same formula, charge and spin), kcal per mole: 88.5
LUMO level (spin up / spin down), eV: 3.3 / 3.3
Spin multiplicity: 6
Gap between HOMO and LUMO (spin up / spin down), eV: 6.07 / 6.61
HOMO energy (spin up / spin down), eV: -2.78 / -3.35

Structure (XYZ):
```
27
C10H13FeNO2 ωB97M-V/def2-TZVPD
C 0.22616 -1.34442 -2.01430
C -1.01780 -1.46863 -1.47656
C -0.95834 -1.80955 -0.14493
C 0.39725 -1.87943 0.22423
C 1.18265 -1.67152 -0.94439
Fe 1.04831 0.36814 0.04934
C -1.28578 1.79891 -1.27241
C -0.39025 2.47591 -2.04841
C 0.70327 2.66577 -2.72687
N 2.00880 -0.55353 1.12499
H -1.78683 -2.16901 0.46323
H -1.93126 -1.39372 -2.07481
H 0.74678 -2.22951 1.19749
H 2.30862 -1.76070 -1.08316
H 0.56396 -1.08244 -3.06838
H -2.00765 1.19132 -1.77714
H 2.61095 0.35836 -0.33929
H -1.59694 1.97478 -0.19124
H 0.63088 3.12938 -3.66067
H 1.78834 2.39422 -2.55275
C -0.21827 0.03753 3.91842
O -0.09238 -0.47344 2.56522
C -0.57844 0.22364 1.56236
O -1.60400 0.82452 1.69178
H -0.28273 1.13029 3.87157
H 0.67129 -0.30908 4.44922
H -1.13659 -0.42779 4.25746
```

---

Record 5
The following is a quantum chemistry calculation of a molecular structure, C10H13HgN3O5 at a distorted geometry, from the Open Molecules 2025 dataset.

Output
Total charge: +2
LUMO level, eV: -8.4
Gap between HOMO and LUMO, eV: 6.86
HOMO energy, eV: -15.30

Structure (XYZ):
```
32
C10H13HgN3O5 ωB97M-V/def2-TZVPD
O 0.56812 1.35873 -6.38781
C 0.47124 1.12556 -5.28942
Hg 0.23824 0.54291 -2.53372
O 1.20248 3.32679 -1.69320
C 0.85391 2.33138 -2.01929
C -0.41044 -1.28316 -2.90032
O -0.77283 -2.31063 -3.06383
C 2.07082 -0.12949 -2.43537
O 3.10551 -0.51491 -2.34118
C -1.62927 1.18071 -2.48570
O -2.67695 1.53017 -2.41667
C -2.59254 -0.45424 0.55931
N -1.34427 -0.45922 1.36165
C -1.57923 -0.76282 2.76973
C -0.03168 -0.18406 0.83510
N 0.06697 0.08160 -0.40110
N 1.12144 -0.16954 1.59855
C 1.25737 -0.43990 3.04876
C 2.45424 0.13085 0.99555
H -3.50317 -0.69189 1.15417
H -2.51922 -1.21456 -0.23569
H -2.74385 0.54407 0.11970
H -1.08038 -1.72005 3.00543
H -1.32464 0.12885 3.37145
H -2.63311 -0.95203 3.02765
H -0.94721 -0.05057 -0.67419
H 1.87559 -1.33361 3.19495
H 1.63665 0.45702 3.55308
H 0.44755 -0.68836 3.74719
H 2.69561 -0.61439 0.22204
H 2.45898 1.14612 0.56203
H 3.26406 0.08868 1.75116
```

---

Record 6
The following is a quantum chemistry calculation of 2 unconnected molecules or ions with the total composition C10H13N at a distorted geometry, from the Open Molecules 2025 dataset.

Output
Total charge: 0
Energy relative to the best compared isomer or geometry (same formula, charge and spin), kcal per mole: 133.6
LUMO level, eV: -0.3
Gap between HOMO and LUMO, eV: 7.07
HOMO energy, eV: -7.37

Structure (XYZ):
```
24
C10H13N ωB97M-V/def2-TZVPD
C -3.32780 0.86487 -0.06001
C -2.88066 -0.53024 0.34915
C -1.74994 -1.10421 -0.56111
C -0.57387 -0.19747 -0.29337
C 2.33833 2.17598 -0.14557
C 2.08471 0.76867 -0.12514
C 1.95981 0.05625 1.11947
C 2.32788 -1.18910 0.95736
C 2.78117 -1.35094 -0.43279
C 2.54039 -0.25082 -1.17208
H -3.79130 0.87344 -1.04994
H -2.56486 1.63512 -0.05110
H -4.08203 1.20637 0.65873
H -3.76920 -1.18403 0.37155
H -2.46690 -0.46766 1.36133
H -2.00155 -1.04884 -1.58559
H -1.52879 -2.10609 -0.24761
H 3.38214 2.21754 -0.12922
H 1.79022 2.76822 0.52627
H 1.32515 0.42742 1.94229
H 2.38416 -1.94288 1.72069
H 3.37935 -2.20292 -0.74132
H 2.52445 -0.23899 -2.27980
N -0.08086 0.82032 -0.13217
```

---

Record 7
The following is a quantum chemistry calculation of a molecular structure, C10H13N2OP at a distorted geometry, from the Open Molecules 2025 dataset.

Output
Total charge: 0
Energy relative to the best compared isomer or geometry (same formula, charge and spin), kcal per mole: 63.9
LUMO level (spin up / spin down), eV: -0.5 / -1.0
Gap between HOMO and LUMO (spin up / spin down), eV: 6.73 / 6.09
HOMO energy (spin up / spin down), eV: -7.23 / -7.07

Structure (XYZ):
```
27
C10H13N2OP ωB97M-V/def2-TZVPD
C 4.97112 -0.38100 -0.20102
C 4.26124 0.81413 -0.50505
C 4.25452 -1.43517 0.41034
C 2.89989 0.84824 -0.31096
C 2.90718 -1.31108 0.73925
C 2.17078 -0.16457 0.32429
C -1.12369 1.02330 0.33634
C -1.77385 0.15375 1.48419
C -1.93916 1.98774 -0.41784
C -3.97493 -1.65528 -1.14350
N 0.18153 0.97870 0.12744
N 0.86556 -0.04982 0.48779
O -3.50798 -0.94614 -0.09345
P -1.98612 -1.25563 0.41570
H 5.99874 -0.53161 -0.43583
H 4.73409 1.64842 -1.05971
H 4.89977 -2.27839 0.69148
H 2.26319 1.81318 -0.54350
H 2.36540 -2.07672 1.33389
H -1.02489 0.06072 2.20575
H -2.70783 0.62659 1.74912
H -2.94299 1.80932 -0.13821
H -1.91690 1.68629 -1.50075
H -1.52646 3.03209 -0.41170
H -4.89404 -1.15807 -1.41098
H -4.10583 -2.70492 -0.76366
H -3.42946 -1.68660 -2.03443
```

---

Record 8
The following is a quantum chemistry calculation of 2 unconnected molecules or ions with the total composition C10H13N2OS at a distorted geometry, from the Open Molecules 2025 dataset.

Output
Total charge: +1
Energy relative to the best compared isomer or geometry (same formula, charge and spin), kcal per mole: 40.2
LUMO level, eV: -4.6
Gap between HOMO and LUMO, eV: 7.03
HOMO energy, eV: -11.63

Structure (XYZ):
```
27
C10H13N2OS ωB97M-V/def2-TZVPD
C 2.07892 1.94209 0.97015
C 2.67734 2.18921 -0.29991
C 1.24619 0.83408 1.12514
C 2.55181 1.29097 -1.38789
C 1.05619 -0.07232 0.05029
C 1.81164 0.19431 -1.12105
C -4.01361 0.35600 0.31494
C 0.68814 -1.54901 -2.23885
C 0.43199 -1.33581 0.14298
C 0.04602 -1.72687 1.53091
N -4.30427 1.56131 0.81037
N 0.31914 -2.12677 -0.92244
O 1.86929 -0.84386 -2.11134
S -2.53394 -0.26130 0.35889
H 2.11653 2.69811 1.85137
H 3.29539 3.16587 -0.46166
H 0.84239 0.64705 2.11359
H 3.06718 1.19790 -2.29352
H -4.83656 -0.13629 -0.19452
H 0.77254 -2.43785 -3.01017
H -0.02632 -0.91572 -2.58439
H 0.80851 -1.76206 2.29093
H -0.54748 -2.67003 1.47906
H -0.61375 -1.03099 1.98421
H -5.21783 1.88237 0.66468
H -3.75545 2.00123 1.62915
H 0.17000 -3.09161 -0.69089
```